The following is a quantum chemistry calculation of a structure of composition C4H9N2O in a non-equilibrium geometry, from OMol25.

Properties
Net charge ... +1
LUMO level ... -4.6230 eV
Frontier orbital gap ... 10.2 eV

Geometry (Å):
C (1.405, 0.181, 0.120)
C (-0.437, -1.124, 0.552)
C (-1.125, 0.274, 0.589)
C (-1.689, 0.626, -0.723)
N (0.872, -0.946, 0.004)
N (2.480, 0.763, -0.208)
O (0.004, 1.085, 0.964)
H (-0.647, -1.710, 1.465)
H (-0.987, -1.678, -0.215)
H (-1.857, 0.220, 1.414)
H (-2.608, 1.172, -0.697)
H (-1.875, -0.268, -1.227)
H (-1.012, 1.298, -1.199)
H (1.485, -1.792, -0.229)
H (3.223, 0.324, -0.866)
H (2.768, 1.576, 0.254)